Entry 1:
# C28H24BrN5O2Sr

C28H24BrN5O2Sr as an isolated structure (ωB97M-V/def2-TZVPD, OMol25).

Lowest unoccupied orbital energy (eV): -0.64
Molecular weight (g/mol): 630.06
Electronic energy (Ha): -4110.48966
Maximum force (eV/Å): 0.17
ΔE to the lowest compared entry with this formula, charge and spin (kcal/mol): 1.90
HOMO level (eV): -7.903

Geometry as ORCA input:
```
! wB97M-V def2-TZVPD RIJCOSX def2/J DEFGRID3
* xyz 0 1
Sr -0.340 -0.087 -0.232
O 4.680 -0.732 5.005
C 4.929 -0.980 3.815
O 5.860 -1.586 3.261
C 3.856 -0.445 2.826
C 3.988 -0.644 1.460
C 2.976 -0.221 0.613
N 1.871 0.378 1.070
C 1.761 0.624 2.380
C 2.734 0.227 3.286
C 0.535 1.368 2.809
C 0.433 1.926 4.079
C -0.712 2.626 4.416
C -1.729 2.757 3.481
C -1.552 2.167 2.242
N -0.454 1.487 1.913
C 3.066 -0.389 -0.873
C 4.255 -0.763 -1.493
C 4.286 -0.885 -2.872
C 3.136 -0.632 -3.603
C 1.994 -0.272 -2.910
N 1.954 -0.156 -1.583
H 4.880 -1.161 1.131
H 2.664 0.379 4.355
H 1.243 1.833 4.787
H -0.805 3.072 5.397
H -2.635 3.304 3.700
H -2.312 2.241 1.471
H 5.147 -0.937 -0.912
H 5.205 -1.169 -3.369
H 3.121 -0.709 -4.681
H 1.067 -0.064 -3.434
N 0.553 -2.701 -0.384
C -0.050 -3.578 0.633
C -0.158 -2.854 1.963
N -1.091 -1.720 1.855
H 0.418 -3.090 -1.311
H 1.557 -2.655 -0.239
H 0.512 -4.505 0.775
H -1.050 -3.857 0.291
H 0.823 -2.460 2.246
H -0.452 -3.570 2.736
H -1.092 -1.191 2.721
H -2.039 -2.064 1.730
Br -2.673 -1.913 -1.641
C -3.654 -0.546 -2.578
C -4.758 -0.957 -3.260
C -5.514 0.003 -3.967
C -5.130 1.311 -3.958
C -3.979 1.733 -3.247
C -3.586 3.094 -3.244
C -2.474 3.483 -2.558
C -1.714 2.523 -1.845
C -2.019 1.177 -1.789
C -3.189 0.796 -2.520
H -5.053 -1.997 -3.261
H -6.394 -0.313 -4.512
H -5.705 2.054 -4.499
H -4.183 3.811 -3.796
H -2.174 4.525 -2.559
H -0.834 2.901 -1.318
*
```

---

Entry 2:
# C28H24BrNO7Pt

C28H24BrNO7Pt as an isolated structure (ωB97M-V/def2-TZVPD, OMol25).

Lowest unoccupied orbital energy (alpha / beta) (eV): -3.60 / -3.72
Molecular weight (g/mol): 761.48
Electronic energy (Ha): -4355.99341
Maximum force (eV/Å): 0.82
ΔE to the lowest compared entry with this formula, charge and spin (kcal/mol): 43.56
HOMO level (alpha / beta) (eV): -8.205 / -8.024

Geometry as ORCA input:
```
! wB97M-V def2-TZVPD RIJCOSX def2/J DEFGRID3
* xyz 0 1
Pt -0.608 0.352 0.525
O 0.523 1.939 6.501
C 0.231 1.610 5.392
C -1.145 1.883 4.697
O -2.105 2.413 5.173
C -1.000 1.310 3.290
C 0.316 0.729 3.140
O 0.669 0.236 2.031
C 1.137 0.862 4.388
O 2.252 0.471 4.580
O -1.808 1.322 2.363
O -3.704 -5.357 3.490
C -3.091 -4.270 2.974
C -2.519 -3.271 3.759
C -1.924 -2.209 3.110
N -1.861 -2.075 1.786
C -2.406 -3.040 1.074
Br -2.288 -2.871 -0.807
C -3.034 -4.158 1.593
H -3.676 -5.323 4.453
H -2.536 -3.318 4.840
H -1.471 -1.414 3.692
H -3.462 -4.918 0.958
C -3.885 1.460 -1.703
C -2.404 1.757 -1.476
C -1.694 1.977 -2.805
C -2.237 2.969 -0.565
O -1.881 0.588 -0.857
H -4.361 2.276 -2.249
H -4.395 1.330 -0.748
H -3.995 0.542 -2.280
H -2.190 2.756 -3.386
H -1.703 1.053 -3.385
H -0.660 2.277 -2.646
H -2.718 3.841 -1.011
H -1.178 3.198 -0.421
H -2.693 2.781 0.408
C 4.571 -2.727 -3.192
C 3.318 -3.304 -3.339
C 2.234 -2.790 -2.644
C 2.377 -1.685 -1.807
C 3.646 -1.129 -1.648
C 4.731 -1.644 -2.338
C 1.184 -1.186 -1.085
C 0.909 0.071 -0.734
C 1.638 1.281 -1.171
C 1.900 1.468 -2.530
C 2.576 2.591 -2.974
C 3.001 3.555 -2.068
C 2.741 3.384 -0.716
C 2.060 2.260 -0.274
H 5.421 -3.127 -3.728
H 3.185 -4.157 -3.990
H 1.257 -3.246 -2.752
H 3.786 -0.297 -0.972
H 5.709 -1.202 -2.200
H 0.467 -1.957 -0.816
H 1.565 0.720 -3.236
H 2.769 2.718 -4.031
H 3.525 4.435 -2.414
H 3.069 4.128 -0.001
H 1.866 2.134 0.784
*
```

---

Entry 3:
# C28H24CoN4O3P

C28H24CoN4O3P as an isolated structure (ωB97M-V/def2-TZVPD, OMol25).

⟨S²⟩: 6.021
Lowest unoccupied orbital energy (alpha / beta) (eV): -0.32 / -2.81
Molecular weight (g/mol): 554.43
Electronic energy (Ha): -3250.21367
Maximum force (eV/Å): 0.73
HOMO level (alpha / beta) (eV): -8.022 / -8.047

Geometry as ORCA input:
```
! wB97M-V def2-TZVPD RIJCOSX def2/J DEFGRID3
* xyz 0 5
Co 0.385 0.923 1.034
N 0.128 2.654 2.635
C 1.296 3.531 2.499
C 2.501 2.717 2.084
O 3.601 2.894 2.561
N 2.198 1.771 1.109
C 3.247 0.987 0.586
C 2.869 -0.525 0.862
O 3.789 -1.284 1.056
O 1.612 -0.751 0.866
H -0.726 3.182 2.519
H 0.101 2.237 3.558
H 1.552 4.085 3.399
H 1.097 4.245 1.697
H 4.225 1.235 0.987
H 3.250 1.045 -0.507
C 0.015 0.376 -6.300
C 0.760 1.240 -5.509
C 0.779 1.073 -4.131
C 0.044 0.056 -3.525
C -0.695 -0.811 -4.329
C -0.707 -0.652 -5.708
P 0.054 0.002 -1.690
C -0.538 -1.694 -1.340
C -1.667 -1.933 -0.562
C -2.023 -3.232 -0.212
C -1.254 -4.304 -0.639
C -0.125 -4.074 -1.418
C 0.234 -2.779 -1.758
C -1.376 1.052 -1.258
C -2.428 1.368 -2.117
C -3.410 2.256 -1.704
C -3.338 2.811 -0.433
C -2.295 2.474 0.420
C -1.272 1.596 0.043
H 0.001 0.500 -7.376
H 1.333 2.037 -5.965
H 1.368 1.743 -3.513
H -1.262 -1.616 -3.876
H -1.284 -1.332 -6.323
H -2.281 -1.099 -0.242
H -2.912 -3.408 0.382
H -1.528 -5.314 -0.365
H 0.481 -4.906 -1.754
H 1.128 -2.606 -2.348
H -2.475 0.934 -3.110
H -4.224 2.517 -2.370
H -4.098 3.513 -0.107
H -2.306 2.918 1.413
N 3.324 -1.482 6.339
C 2.434 -1.449 5.614
C 1.297 -1.400 4.729
C 0.283 -2.350 4.811
C -0.792 -2.242 3.953
C -0.821 -1.192 3.050
N 0.152 -0.286 2.960
C 1.195 -0.393 3.780
H 0.350 -3.152 5.534
H -1.599 -2.960 3.974
H -1.644 -1.079 2.353
H 1.995 0.334 3.680
*
```

---

Entry 4:
# C28H24IN2O4PV

C28H24IN2O4PV as an isolated structure at a distorted geometry (ωB97M-V/def2-TZVPD, OMol25).

Lowest unoccupied orbital energy (alpha / beta) (eV): -11.98 / -11.97
Molecular weight (g/mol): 661.33
Electronic energy (Ha): -3073.86407
Maximum force (eV/Å): 3.24
ΔE to the lowest compared entry with this formula, charge and spin (kcal/mol): 20.29
HOMO level (alpha / beta) (eV): -17.597 / -17.600

Geometry as ORCA input:
```
! wB97M-V def2-TZVPD RIJCOSX def2/J DEFGRID3
* xyz 3 1
V -0.200 -0.010 0.072
C -1.718 2.269 3.488
C -0.775 1.177 3.837
N -0.421 1.006 5.105
C 0.495 0.140 5.467
C 1.206 -0.687 4.563
C 2.274 -1.557 5.146
O 2.792 -2.477 4.220
C 0.825 -0.607 3.227
C 1.514 -1.280 2.151
N 1.258 -1.147 0.875
C 2.209 -1.678 -0.050
C 2.618 -3.005 -0.042
C 3.529 -3.444 -0.992
C 4.030 -2.569 -1.945
C 3.664 -1.225 -1.934
C 2.767 -0.802 -0.981
I 2.197 1.254 -0.783
C -0.207 0.325 2.875
O -0.490 0.377 1.585
H -2.620 2.187 4.098
H -1.974 2.289 2.431
H -1.268 3.225 3.769
H 0.697 0.080 6.532
H 1.864 -2.058 6.031
H 3.056 -0.879 5.523
H 3.365 -3.105 4.671
H 2.383 -1.864 2.441
H 2.212 -3.683 0.699
H 3.853 -4.476 -0.982
H 4.720 -2.918 -2.701
H 4.091 -0.537 -2.652
O 0.104 -0.696 -2.001
C -1.075 -0.373 -1.825
O -1.321 0.674 -1.076
C -2.185 -1.371 -1.926
P -1.639 -2.133 -0.309
C -3.100 -2.327 0.712
C -3.554 -1.276 1.509
C -4.779 -1.394 2.141
C -5.535 -2.550 1.979
C -5.072 -3.595 1.190
C -3.848 -3.499 0.549
C -0.768 -3.647 -0.681
C -0.754 -4.641 0.309
C -0.202 -5.876 0.026
C 0.355 -6.114 -1.227
C 0.382 -5.111 -2.192
C -0.169 -3.872 -1.928
H -2.126 -2.039 -2.781
H -3.168 -0.915 -1.842
H -2.963 -0.375 1.626
H -5.155 -0.589 2.758
H -6.495 -2.634 2.471
H -5.665 -4.491 1.064
H -3.491 -4.304 -0.079
H -1.195 -4.452 1.281
H -0.216 -6.658 0.773
H 0.767 -7.087 -1.459
H 0.826 -5.307 -3.159
H -0.138 -3.103 -2.685
*
```

---

Entry 5:
# C28H24IN3PReS4Sb

C28H24IN3PReS4Sb as an isolated structure at a distorted geometry (ωB97M-V/def2-TZVPD, OMol25).

⟨S²⟩: 2.366
Lowest unoccupied orbital energy (alpha / beta) (eV): -3.88 / -4.45
Molecular weight (g/mol): 996.63
Electronic energy (Ha): -3795.91124
Maximum force (eV/Å): 1.47
ΔE to the lowest compared entry with this formula, charge and spin (kcal/mol): 0.00
HOMO level (alpha / beta) (eV): -10.455 / -9.858

Geometry as ORCA input:
```
! wB97M-V def2-TZVPD RIJCOSX def2/J DEFGRID3
* xyz 1 3
Re -0.672 0.611 0.128
S -0.638 0.957 2.574
C -2.332 1.011 2.236
C -3.350 1.445 3.083
C -4.625 1.533 2.562
C -4.857 1.179 1.232
C -3.799 0.742 0.466
N -2.566 0.653 0.956
H -3.125 1.735 4.097
H -5.439 1.892 3.170
H -5.841 1.256 0.800
H -3.922 0.461 -0.572
N 0.001 -1.553 0.627
C 1.365 -1.623 1.096
C 1.774 -2.604 1.986
C 3.087 -2.628 2.430
C 3.998 -1.678 2.001
C 3.598 -0.698 1.113
C 2.287 -0.669 0.656
P 1.640 0.617 -0.450
C 2.683 2.053 -0.090
C 3.642 2.522 -0.980
C 4.482 3.554 -0.599
C 4.367 4.113 0.663
C 3.387 3.671 1.539
C 2.539 2.646 1.164
C 2.070 0.051 -2.121
C 1.668 0.831 -3.205
C 1.934 0.408 -4.493
C 2.593 -0.794 -4.707
C 2.990 -1.573 -3.634
C 2.723 -1.157 -2.341
H -0.621 -2.011 1.304
H -0.103 -2.054 -0.261
H 1.073 -3.343 2.345
H 3.399 -3.390 3.126
H 5.010 -1.688 2.373
H 4.292 0.057 0.778
H 3.735 2.077 -1.960
H 5.230 3.916 -1.287
H 5.040 4.900 0.965
H 3.286 4.124 2.514
H 1.767 2.291 1.835
H 1.156 1.771 -3.028
H 1.632 1.013 -5.334
H 2.804 -1.125 -5.711
H 3.507 -2.507 -3.804
H 3.039 -1.763 -1.506
S -2.100 1.507 -3.217
Sb -1.826 3.691 -2.138
S -0.934 2.991 -0.094
S -1.393 0.007 -2.074
I -2.553 -2.538 3.186
C -3.681 -2.601 1.389
C -5.023 -2.928 1.443
C -5.718 -2.944 0.247
C -5.044 -2.638 -0.925
C -3.694 -2.339 -0.852
N -3.018 -2.320 0.290
H -5.495 -3.167 2.382
H -6.766 -3.199 0.237
H -5.549 -2.647 -1.876
H -3.116 -2.109 -1.736
*
```

---

Entry 6:
# C28H24N4PdS2

C28H24N4PdS2 as an isolated structure (ωB97M-V/def2-TZVPD, OMol25).

⟨S²⟩: 2.009
Lowest unoccupied orbital energy (alpha / beta) (eV): 0.13 / -0.50
Molecular weight (g/mol): 587.08
Electronic energy (Ha): -2224.71003
Maximum force (eV/Å): 0.56
ΔE to the lowest compared entry with this formula, charge and spin (kcal/mol): 0.00
HOMO level (alpha / beta) (eV): -6.508 / -7.057

Geometry as ORCA input:
```
! wB97M-V def2-TZVPD RIJCOSX def2/J DEFGRID3
* xyz 0 3
Pd -0.579 -0.404 0.920
C -1.424 -4.648 -0.241
C -0.120 -5.091 -0.411
C 0.922 -4.187 -0.302
C 0.663 -2.839 -0.039
C -0.655 -2.365 0.134
C -1.676 -3.311 0.036
C 1.799 -1.882 0.068
C 3.131 -2.325 0.302
C 4.134 -1.415 0.411
C 3.854 -0.035 0.267
C 4.848 0.968 0.354
C 4.513 2.283 0.211
C 3.169 2.646 -0.035
C 2.191 1.698 -0.127
C 2.515 0.331 0.035
N 1.515 -0.599 -0.037
H -2.246 -5.350 -0.315
H 0.083 -6.133 -0.622
H 1.935 -4.541 -0.443
H -2.706 -3.013 0.195
H 3.330 -3.377 0.432
H 5.150 -1.732 0.616
H 5.874 0.672 0.535
H 5.273 3.050 0.279
H 2.911 3.691 -0.155
H 1.160 1.958 -0.327
C 0.893 -0.740 3.820
C 0.711 0.725 3.553
C 1.229 1.656 4.488
C 1.074 2.986 4.263
C 0.390 3.432 3.107
C 0.209 4.802 2.818
C -0.452 5.163 1.679
C -0.956 4.186 0.801
C -0.815 2.837 1.048
S -1.469 1.664 -0.072
C -0.109 2.450 2.228
N 0.076 1.116 2.476
H 0.313 -1.032 4.698
H 1.942 -0.961 4.025
H 0.564 -1.356 2.983
H 1.747 1.290 5.365
H 1.469 3.718 4.958
H 0.601 5.544 3.503
H -0.593 6.210 1.440
H -1.473 4.495 -0.099
S -2.818 -0.737 2.339
C -3.836 -0.164 1.133
N -3.700 -0.378 -0.182
C -4.614 0.434 -0.975
C -5.380 1.233 0.101
N -4.923 0.605 1.336
H -2.806 -0.705 -0.526
H -5.279 -0.200 -1.561
H -4.062 1.088 -1.650
H -6.459 1.147 -0.013
H -5.104 2.289 0.083
H -5.073 1.004 2.245
*
```

---

Entry 7:
# C28H25Cl4N5O4SSiSn

C28H25Cl4N5O4SSiSn as an isolated structure at a distorted geometry (ωB97M-V/def2-TZVPD, OMol25).

Lowest unoccupied orbital energy (eV): -1.05
Molecular weight (g/mol): 816.22
Electronic energy (Ha): -4399.71198
Maximum force (eV/Å): 1.46
ΔE to the lowest compared entry with this formula, charge and spin (kcal/mol): 36.49
HOMO level (eV): -8.378

Geometry as ORCA input:
```
! wB97M-V def2-TZVPD RIJCOSX def2/J DEFGRID3
* xyz 0 1
Sn -0.592 -0.172 -0.182
C 3.961 0.201 -0.883
C 2.477 0.056 -0.991
N 1.714 -0.116 0.017
N 2.271 -0.153 1.261
C 1.354 -0.096 2.195
O 0.095 -0.008 1.978
C 1.847 -0.152 3.601
C 0.943 -0.368 4.634
C 1.384 -0.427 5.949
C 2.730 -0.257 6.236
C 3.636 -0.027 5.207
C 3.199 0.019 3.893
C 1.816 0.179 -2.303
C 2.532 0.342 -3.480
C 1.842 0.509 -4.669
C 0.456 0.493 -4.657
C -0.181 0.305 -3.446
N 0.489 0.157 -2.308
H 4.237 0.269 0.163
H 4.297 1.100 -1.402
H 4.464 -0.663 -1.325
H -0.104 -0.487 4.399
H 0.674 -0.598 6.748
H 3.076 -0.293 7.262
H 4.684 0.123 5.432
H 3.891 0.200 3.082
H 3.612 0.336 -3.469
H 2.382 0.647 -5.597
H -0.120 0.611 -5.563
H -1.263 0.266 -3.382
C -4.094 0.867 -2.007
C -3.714 2.319 -2.154
C -4.144 3.066 -3.240
C -3.787 4.401 -3.367
Cl -4.353 5.313 -4.742
C -2.974 5.000 -2.431
C -2.539 4.267 -1.329
C -2.921 2.942 -1.188
O -2.577 2.154 -0.123
C -1.764 2.731 0.899
C -0.335 2.828 0.413
O 0.331 3.804 0.669
O 0.059 1.823 -0.329
H -4.635 0.518 -2.886
H -4.725 0.712 -1.129
H -3.211 0.232 -1.881
H -4.769 2.602 -3.993
H -2.662 6.029 -2.552
H -1.891 4.748 -0.611
H -1.799 2.044 1.747
H -2.123 3.706 1.214
Cl -1.992 -1.889 3.145
Si -2.639 -0.923 1.466
Cl -3.597 -2.318 0.325
Cl -3.993 0.460 2.104
C 1.304 -6.442 -0.180
C 0.821 -5.049 0.090
C 0.986 -4.458 1.347
C 0.584 -3.154 1.479
N -0.002 -2.501 0.470
C -0.200 -3.162 -0.677
S -1.082 -2.283 -1.877
N 0.232 -4.407 -0.915
H 0.557 -7.161 0.162
H 2.231 -6.640 0.358
H 1.459 -6.583 -1.247
H 1.430 -4.997 2.172
H 0.725 -2.597 2.398
*
```

---

Entry 8:
# C28H25ClN4O2Tb

C28H25ClN4O2Tb as an isolated structure at a distorted geometry (ωB97M-V/def2-TZVPD, OMol25).

⟨S²⟩: 12.731
Lowest unoccupied orbital energy (alpha / beta) (eV): -3.29 / -3.15
Molecular weight (g/mol): 643.91
Electronic energy (Ha): -2736.01930
Maximum force (eV/Å): 3.42
ΔE to the lowest compared entry with this formula, charge and spin (kcal/mol): 23.63
HOMO level (alpha / beta) (eV): -11.441 / -11.495

Geometry as ORCA input:
```
! wB97M-V def2-TZVPD RIJCOSX def2/J DEFGRID3
* xyz 1 7
Tb -10.427 -6.657 12.196
C -14.545 -7.624 13.840
C -14.405 -6.596 12.752
C -15.442 -6.369 11.809
C -15.277 -5.415 10.817
C -14.110 -4.668 10.751
C -13.070 -4.884 11.636
C -12.064 -3.773 11.788
C -13.240 -5.849 12.707
N -12.093 -6.135 13.516
C -12.112 -5.714 14.827
O -13.096 -5.332 15.459
C -10.763 -5.829 15.392
C -10.466 -5.536 16.765
C -9.147 -5.611 17.101
C -8.172 -5.995 16.151
C -8.571 -6.287 14.866
N -9.812 -6.149 14.496
C -7.589 -6.724 13.799
O -6.437 -6.924 14.075
N -8.310 -7.070 12.638
C -7.754 -7.518 11.372
C -7.318 -8.813 11.263
C -7.330 -9.732 12.441
C -7.046 -9.240 9.902
C -7.152 -8.452 8.812
C -7.571 -7.122 9.038
C -7.894 -6.633 10.271
C -8.342 -5.185 10.390
H -13.669 -8.317 13.951
H -15.432 -8.284 13.777
H -14.525 -7.173 14.817
H -16.377 -6.910 11.821
H -16.027 -5.345 10.044
H -14.052 -3.853 10.025
H -12.272 -2.901 11.094
H -10.966 -3.998 11.656
H -12.248 -3.388 12.781
H -11.254 -5.448 17.443
H -8.753 -5.393 18.150
H -7.102 -6.044 16.362
H -8.231 -9.698 12.985
H -6.519 -9.451 13.133
H -7.125 -10.748 12.185
H -6.789 -10.303 9.732
H -6.886 -8.811 7.809
H -7.563 -6.382 8.267
H -7.656 -4.418 9.940
H -8.358 -4.744 11.437
H -9.271 -5.031 9.868
Cl -11.184 -10.797 7.702
C -11.491 -10.435 9.355
C -12.015 -11.377 10.246
C -12.184 -11.084 11.617
C -11.788 -9.831 12.102
N -11.236 -8.929 11.260
C -11.095 -9.230 9.935
H -12.242 -12.431 9.947
H -12.506 -11.857 12.276
H -11.896 -9.489 13.189
H -10.624 -8.479 9.375
*
```